Record 1
10
Properties=species:S:1:pos:R:3:forces:R:3:nbo_charge:R:1 method="wB97M-V/def2-TZVPD" smiles=C#C[C@H](C)Cl charge=0 relative_energy_ev=1.239 homo_ev=-10.100 spin_multiplicity=1 lumo_energy_ev=0.9
C -2.42785 -0.54272 -0.15120 4.4 0.0 1.1 -0.22
C -1.23564 -0.44795 0.23528 -4.7 0.5 -2.6 -0.02
C 0.05703 0.23362 0.43848 -1.9 0.5 2.9 -0.32
C 0.08165 1.64414 -0.14151 2.3 -1.1 -1.0 -0.60
Cl 1.41697 -0.62825 -0.13058 1.5 -1.2 -0.8 0.01
H -3.37396 -0.72113 -0.64120 0.4 0.0 0.6 0.25
H 0.14270 0.20761 1.55474 0.3 0.5 -0.7 0.24
H -0.70635 2.27836 0.06847 -1.8 1.0 1.2 0.22
H 1.06221 2.12947 0.17959 -1.2 -0.6 -0.9 0.22
H -0.06428 1.46342 -1.22790 0.9 0.5 0.4 0.22

Record 2
25
Properties=species:S:1:pos:R:3:forces:R:3:nbo_charge:R:1 method="wB97M-V/def2-TZVPD" charge=+1 relative_energy_ev=6.790 homo_ev="-12.416 / -11.232" spin_multiplicity=1 lumo_energy_ev="-3.3 / -3.9"
C 0.48718 1.95381 -1.30321 -1.5 1.0 1.0 -0.44
C 1.44316 0.84270 -1.70817 0.5 -1.8 -1.6 -0.30
C -1.51586 0.86573 -0.28201 -0.8 -3.6 -1.4 -0.23
C -0.67852 0.93714 -1.56366 -0.8 1.2 -0.8 -0.12
C -0.53037 -1.12231 1.06587 -1.4 -2.6 -1.1 -0.12
C 0.11909 -1.74777 -0.21532 1.7 3.4 0.3 0.24
C 0.34625 -1.47456 2.30969 -0.8 2.8 -0.7 -0.63
N 0.28507 -0.06249 -1.91917 0.2 -2.4 0.9 -0.41
N -0.66075 0.33736 0.82428 3.0 2.0 0.8 -0.53
O -0.58878 -2.57336 -0.94201 0.0 -0.6 -0.6 -0.64
H 0.36178 2.33753 -0.19300 1.1 -0.1 -2.4 0.18
H 0.47232 2.70396 -2.08918 0.1 0.7 0.7 0.26
H 1.88028 0.95941 -2.80388 -0.3 0.2 2.4 0.24
H 2.21781 0.34871 -1.03500 -0.6 1.1 -0.7 0.20
H -1.88133 1.85637 -0.17067 -0.1 0.9 1.0 0.25
H -2.41297 0.13472 -0.23747 1.3 1.2 -0.6 0.23
H -1.41635 1.11042 -2.42303 1.0 0.2 1.1 0.23
H -1.61407 -1.44379 1.11681 1.3 -0.2 0.2 0.24
H 1.23375 -1.45630 -0.32985 -1.9 -1.5 0.0 0.20
H 1.33432 -1.11329 2.09301 0.7 0.8 -0.1 0.22
H 0.59265 -2.49350 2.36482 -0.7 -1.6 0.4 0.27
H -0.00313 -0.95565 3.23276 0.2 -0.9 -0.5 0.24
H 0.39408 0.61983 0.74212 -2.4 0.2 0.0 0.45
H -1.04492 0.84055 1.61738 0.4 -0.3 0.9 0.44
H -0.24531 -2.66966 -1.86307 -0.1 0.2 0.9 0.53

Record 3
127
Properties=species:S:1:pos:R:3:forces:R:3:lowdin_charge:R:1 method="wB97M-V/def2-TZVPD" charge=0 relative_energy_ev=2.585 homo_ev="-5.713 / -5.911" spin_multiplicity=1 lumo_energy_ev="-0.9 / -0.4"
Sc 0.11106 -0.11232 -0.31258 -0.5 -0.4 0.6 0.58
C 4.21960 2.60200 2.14129 -0.1 0.0 -0.1 -0.02
C 2.72263 2.51326 2.12776 0.0 -0.1 0.1 -0.26
C 1.90601 3.42707 2.78078 -0.1 -0.1 0.0 -0.02
C 0.53250 3.29892 2.70082 0.1 0.0 0.1 -0.13
C 0.01784 2.24239 1.97547 -0.2 -0.2 0.1 -0.83
Br -1.85620 1.99989 1.93224 0.1 0.0 0.1 0.87
N 0.76914 1.35490 1.33380 0.0 0.3 0.2 -0.14
C 2.09808 1.51104 1.41246 0.0 -0.1 0.2 -0.17
H 4.57075 3.23848 2.95177 0.0 0.0 0.0 0.08
H 4.56965 3.02793 1.19756 0.0 0.0 0.0 0.08
H 4.66237 1.61091 2.25333 0.0 0.0 0.0 0.07
H 2.34101 4.24594 3.33995 0.0 0.0 0.0 0.13
H -0.13792 3.99752 3.17750 0.0 0.0 0.0 0.11
H 2.69430 0.77396 0.88218 0.0 0.0 0.0 0.10
N -1.74708 -1.56696 0.85645 0.3 0.2 -0.4 -0.02
N -1.84644 -2.76193 0.09557 -0.2 -0.2 -0.2 -0.07
C -0.63710 -3.52280 -0.17350 0.1 0.0 0.2 -0.85
N -1.04071 -4.54360 -1.11407 -0.1 0.0 0.0 0.03
S 0.64817 -2.52808 -0.97436 -0.2 0.4 -0.3 0.65
H -1.82416 -1.75002 1.85176 0.2 0.0 0.1 0.07
H -2.53761 -0.99149 0.58424 0.0 0.2 -0.1 0.06
H -2.56586 -3.38448 0.45043 0.0 0.1 0.1 0.13
H -1.57566 -5.28617 -0.68042 0.1 0.0 0.0 0.06
H -0.24456 -4.92405 -1.60555 0.0 0.0 0.0 0.07
C 7.07265 -1.31673 1.04782 0.0 0.0 0.0 0.00
C 6.27527 -2.32899 0.19843 0.0 0.0 0.1 -0.42
C 7.19681 -3.48449 -0.21368 -0.1 0.0 0.0 -0.03
C 5.11694 -2.83536 1.04649 0.1 0.1 -0.1 -0.09
C 5.30369 -3.83000 1.99777 -0.1 0.0 0.0 -0.02
C 4.28613 -4.21445 2.85326 0.0 -0.1 0.1 -0.06
C 3.06175 -3.57764 2.78556 0.1 0.0 -0.1 -0.08
C 2.83267 -2.57973 1.84391 -0.1 0.1 -0.3 -0.27
P 1.21058 -1.70813 1.86856 0.4 0.0 0.6 1.05
C 1.37497 -0.87452 3.50908 -0.1 0.0 0.0 -0.34
C 2.59302 -0.68300 4.15693 0.0 -0.1 0.0 -0.08
C 2.66425 0.07303 5.31950 0.0 0.0 0.0 -0.08
C 1.52312 0.64955 5.85418 0.0 0.0 0.0 -0.08
C 0.30400 0.47987 5.21227 0.0 0.0 0.0 -0.07
C 0.23935 -0.26418 4.04638 0.0 0.1 0.0 -0.14
C 0.16126 -3.15018 2.25345 -0.1 0.0 0.0 -0.34
C 0.03704 -4.17157 1.16105 -0.2 0.1 -0.2 -0.29
C -0.68919 -5.39523 1.59635 0.0 0.0 0.0 -0.06
C -1.37219 -5.47578 2.76274 0.0 -0.1 0.0 -0.09
C -1.34252 -4.40962 3.68930 -0.1 -0.1 0.0 -0.06
C -0.54549 -3.29066 3.42360 0.3 0.2 -0.1 -0.11
C 3.86022 -2.23640 0.96476 -0.1 -0.2 0.2 -0.18
O 3.57591 -1.26810 0.03850 0.1 0.1 0.1 -0.04
C 4.42712 -1.10858 -1.02569 0.2 0.1 -0.4 -0.18
C 3.93029 -0.39093 -2.11587 -0.2 -0.1 0.5 -0.27
C 4.76248 -0.12466 -3.19438 0.0 0.0 0.0 -0.09
C 6.05916 -0.60233 -3.20349 0.1 0.0 -0.1 -0.06
C 6.52576 -1.33768 -2.12667 0.0 0.0 -0.1 -0.01
C 5.72834 -1.60425 -1.02024 0.0 -0.1 0.1 -0.09
P 2.21254 0.21684 -2.12211 0.1 0.1 -0.8 1.06
C 1.45758 -0.64962 -3.55143 -0.1 0.1 0.0 -0.39
C 0.10316 -0.38834 -3.77809 0.1 0.0 0.0 -0.15
C -0.59015 -1.05395 -4.77242 0.0 0.0 0.0 -0.06
C 0.06426 -1.99133 -5.55889 0.0 0.0 0.0 -0.08
C 1.40815 -2.25298 -5.34517 0.0 0.0 0.0 -0.08
C 2.10308 -1.59376 -4.34015 0.1 0.0 0.1 -0.08
C 2.41834 1.91998 -2.69122 -0.1 -0.1 0.0 -0.41
C 1.56242 2.45501 -3.58163 0.0 -0.1 0.1 -0.07
C 1.31464 3.87290 -3.57542 -0.1 0.1 -0.3 -0.16
C 2.29715 4.79218 -2.81335 0.0 0.2 0.0 -0.19
C 3.42793 4.09086 -2.20472 -0.1 0.0 0.0 -0.09
C 3.41060 2.76259 -2.03681 0.2 0.0 0.1 -0.15
H 7.43016 -1.79240 1.96314 0.0 0.0 0.0 0.09
H 6.44467 -0.46728 1.32339 0.0 0.0 0.0 0.09
H 7.93149 -0.94004 0.48858 0.0 0.0 0.0 0.09
H 7.65653 -3.94227 0.66029 0.0 0.0 0.0 0.08
H 8.00968 -3.13414 -0.84580 0.0 0.0 0.0 0.07
H 6.63528 -4.24449 -0.75805 0.0 0.0 0.0 0.11
H 6.26716 -4.31105 2.09077 0.0 0.0 0.0 0.11
H 4.45613 -4.99862 3.57954 0.0 0.0 0.0 0.11
H 2.26929 -3.84534 3.47236 0.0 0.0 0.0 0.12
H 3.49796 -1.12802 3.76195 0.0 0.0 0.0 0.10
H 3.61945 0.20717 5.81224 0.0 0.0 0.0 0.10
H 1.58461 1.23602 6.76206 0.0 0.0 0.0 0.10
H -0.59272 0.93860 5.60999 0.0 0.0 0.0 0.11
H -0.71013 -0.35918 3.53299 -0.1 0.1 0.0 0.08
H 1.02895 -4.44981 0.78446 0.0 0.0 0.1 0.12
H -0.65410 -6.25202 0.93512 0.0 0.0 0.0 0.10
H -1.90648 -6.38469 3.01268 0.0 0.0 0.0 0.10
H -1.87086 -4.49168 4.62898 0.0 0.0 0.0 0.10
H -0.45732 -2.53530 4.19290 0.0 0.0 0.0 0.09
H 4.38268 0.46346 -4.02126 0.0 0.0 0.0 0.12
H 6.71320 -0.40070 -4.04149 0.0 0.0 0.0 0.11
H 7.54730 -1.69031 -2.15147 0.0 0.0 0.0 0.11
H -0.41660 0.34479 -3.16982 -0.1 -0.1 0.0 0.06
H -1.64176 -0.84694 -4.92293 0.0 0.0 0.0 0.11
H -0.47891 -2.53326 -6.32262 0.0 0.0 0.0 0.10
H 1.91866 -2.98059 -5.96365 0.0 0.0 0.0 0.10
H 3.14115 -1.84095 -4.16359 0.0 0.0 0.0 0.10
H 0.95107 1.84724 -4.23291 0.0 -0.1 0.0 0.10
H 0.83875 4.29658 -4.45039 0.0 0.0 0.0 0.14
H 2.50816 5.76767 -3.23885 -0.1 0.0 -0.1 0.13
H 4.25972 4.68565 -1.84685 0.0 -0.1 0.0 0.11
H 4.21395 2.27137 -1.49502 0.0 0.0 0.0 0.10
Se 0.70422 3.61518 -0.55567 -0.1 0.3 -0.9 0.80
C 0.90421 4.57341 -2.27190 0.1 -0.5 0.8 -0.69
N -0.03104 5.61384 -2.54789 0.1 0.2 -0.4 0.02
C -1.72314 0.75221 -1.14468 0.4 -0.3 -0.1 -0.13
C -2.62079 1.53617 -1.44869 -0.1 0.0 0.1 -0.18
C -3.59544 2.53360 -1.57446 0.0 -0.1 0.0 -0.13
C -4.80172 2.33942 -0.76908 -0.2 0.0 0.1 -0.18
C -5.50068 3.39722 -0.16086 0.1 -0.1 -0.1 -0.03
C -6.61007 3.16043 0.63264 0.0 0.0 0.0 -0.09
C -7.04334 1.86434 0.87382 0.0 0.1 0.0 -0.10
C -6.34101 0.80227 0.31915 0.0 0.0 0.1 -0.09
C -5.24062 1.03370 -0.48468 0.0 0.0 -0.1 -0.04
C -3.23805 3.78260 -2.23098 0.1 0.2 -0.2 -0.17
C -1.86995 4.03885 -2.40479 -0.1 -0.1 0.1 0.00
C -1.39526 5.33200 -2.59628 0.0 -0.1 -0.1 -0.26
C -2.32218 6.35111 -2.83390 0.0 0.0 0.0 -0.03
C -3.67920 6.05858 -2.88764 0.1 0.1 0.0 -0.09
C -4.15196 4.79440 -2.58120 0.0 -0.2 0.2 -0.06
H -5.13391 4.40580 -0.26267 0.0 0.1 -0.1 0.11
H -7.13159 3.99783 1.07957 0.0 0.0 0.0 0.10
H -7.90962 1.68609 1.49829 0.0 0.0 0.0 0.10
H -6.65911 -0.21359 0.52134 0.0 0.0 -0.1 0.10
H -4.70954 0.19945 -0.92653 0.0 0.0 0.0 0.11
H -1.17984 3.22528 -2.25391 0.1 0.1 0.2 0.04
H 0.19957 6.52556 -2.18700 0.0 0.0 0.1 0.13
H -1.97247 7.36368 -3.00175 0.0 0.0 0.0 0.10
H -4.37671 6.84620 -3.14556 0.0 0.0 0.0 0.10
H -5.21129 4.58240 -2.61550 0.0 0.0 0.1 0.11

Record 4
27
Properties=species:S:1:pos:R:3:forces:R:3:nbo_charge:R:1 method="wB97M-V/def2-TZVPD" smiles="C[C@]1(CO)CC=[N+](c2cccnc2Cl)O1" charge=+1 relative_energy_ev=3.181 homo_ev=-13.422 spin_multiplicity=1 lumo_energy_ev=-4.7
C 2.01974 -2.20023 -0.35196 -2.2 -0.4 -1.6 -0.67
C 1.74311 -0.67708 -0.21304 0.5 -2.0 0.4 0.23
C 2.73285 0.13423 -1.04510 -1.4 0.7 2.3 -0.10
O 2.51681 1.47971 -0.75538 -0.8 0.7 -0.8 -0.69
C 1.75995 -0.30397 1.27016 3.8 1.6 -0.7 -0.54
C 0.41919 -0.02394 1.62240 -2.0 0.4 0.7 0.27
N -0.38879 0.04391 0.61738 3.5 -1.2 -0.7 0.01
C -1.70764 0.39385 0.36160 -2.1 -0.9 -1.1 -0.04
C -2.06210 1.71561 0.19794 -1.6 1.9 1.9 -0.11
C -3.40070 2.12334 -0.10014 2.0 -3.0 -0.8 -0.24
C -4.16179 1.05594 -0.52921 0.1 0.6 -0.1 0.10
N -3.81801 -0.20851 -0.54872 0.6 -1.9 0.8 -0.41
C -2.68829 -0.59377 -0.04672 1.7 1.4 0.0 0.23
Cl -2.29751 -2.24593 -0.02721 0.1 -0.4 0.1 0.09
O 0.38398 -0.35028 -0.60654 -1.3 0.9 0.5 -0.33
H 1.84852 -2.61573 -1.38468 0.7 0.8 0.7 0.25
H 1.40318 -2.89318 0.21307 -1.0 0.6 0.5 0.24
H 2.93336 -2.51096 0.04791 2.1 0.2 0.1 0.24
H 2.72740 -0.07459 -2.04966 -0.6 -0.6 -2.6 0.20
H 3.71158 0.00718 -0.77127 2.4 -1.2 1.2 0.21
H 1.72671 1.61644 -1.28313 -0.3 1.2 0.1 0.47
H 2.60375 0.50794 1.51038 -2.4 -0.8 -0.5 0.33
H 2.21412 -1.07764 1.82406 0.0 -1.3 1.0 0.28
H 0.08147 0.00887 2.66061 -0.3 0.5 -0.4 0.27
H -1.46407 2.49829 0.65144 0.7 -0.1 -0.6 0.24
H -3.74002 3.09974 -0.29305 0.0 1.2 0.4 0.25
H -5.09679 1.09077 -0.97114 -2.0 1.3 -0.6 0.22